1.
{
  "formula": "C22H20AuBBr2N7OS",
  "method": "the ωB97M-V functional and the def2-TZVPD basis",
  "charge": 1,
  "spin_multiplicity": 3,
  "mol_weight_g_mol": 798.1,
  "relative_energy_kj_mol": 31.69,
  "homo_lumo_gap_ev": [6.64, 4.51],
  "s2": 2.04,
  "homo_energy_ev": [-10.8070, -10.7376],
  "energy_ev": -190899.607,
  "species": ["Au", "Br", "C", "C", "C", "Br", "C", "C", "C", "C", "N", "C", "C", "O", "H", "H", "H", "H", "B", "N", "C", "C", "C", "N", "N", "C", "C", "C", "N", "H", "H", "H", "H", "H", "H", "H", "H", "N", "C", "S", "N", "C", "C", "C", "C", "C", "C", "H", "H", "H", "H", "H", "H", "H", "H"],
  "xyz": [[-1.34106, 0.39766, -0.99049], [-5.13972, -2.77819, -2.45564], [-4.49972, -2.55641, -0.70405], [-5.03964, -3.27451, 0.35423], [-4.55704, -3.10352, 1.63273], [-5.33432, -4.08499, 3.05556], [-3.50024, -2.19576, 1.89625], [-2.94441, -1.99337, 3.17254], [-1.90738, -1.10729, 3.31795], [-1.45173, -0.41516, 2.19485], [-1.96167, -0.57054, 0.99316], [-2.96703, -1.44679, 0.81404], [-3.47066, -1.59876, -0.52638], [-3.02260, -0.90491, -1.48501], [-5.84764, -3.96777, 0.17553], [-3.33540, -2.53711, 4.02052], [-1.45210, -0.93644, 4.28051], [-0.64331, 0.29037, 2.29147], [0.96220, 2.51444, -2.93489], [-0.14214, 1.70597, -3.60740], [-0.31851, 1.71477, -4.93738], [-1.36539, 0.87304, -5.25215], [-1.79670, 0.37274, -4.02929], [-1.04683, 0.89500, -3.06115], [1.03943, 2.35904, -1.40786], [2.04616, 2.93107, -0.73434], [1.77995, 2.85558, 0.61885], [0.55861, 2.20456, 0.68904], [0.12880, 1.91053, -0.54058], [0.77107, 3.67206, -3.17400], [2.01846, 2.17610, -3.38558], [0.30157, 2.31358, -5.57576], [-1.76248, 0.65527, -6.22006], [-2.57443, -0.32735, -3.80512], [2.87526, 3.38088, -1.24317], [2.36893, 3.22898, 1.42783], [-0.03307, 1.99617, 1.55486], [2.40304, -0.32597, -1.42514], [1.57377, -1.03696, -0.66125], [0.28912, -1.88193, -1.37278], [1.70146, -1.10600, 0.66805], [2.64732, -0.52332, 1.53665], [3.96155, -0.25762, 1.16867], [4.82758, 0.30893, 2.08841], [4.40033, 0.60837, 3.37010], [3.09687, 0.32693, 3.74495], [2.22874, -0.24380, 2.83606], [2.23004, -0.30170, -2.41845], [3.02070, 0.36965, -1.03368], [0.97631, -1.64975, 1.12224], [4.33637, -0.53814, 0.19755], [5.84767, 0.50489, 1.79802], [5.08373, 1.04203, 4.08022], [2.75790, 0.54734, 4.74552], [1.22230, -0.49185, 3.13525]]
}

2.
{
  "formula": "C2H3BrN2O",
  "method": "the ωB97M-V functional and the def2-TZVPD basis",
  "spin_multiplicity": 1,
  "mol_weight_g_mol": 151.0,
  "relative_energy_kj_mol": 186.27,
  "homo_lumo_gap_ev": [8.32, 8.32],
  "homo_energy_ev": [-8.8911, -8.8868],
  "energy_ev": -77188.649,
  "species": ["C", "C", "N", "N", "O", "Br", "H", "H", "H"],
  "xyz": [[0.42509, 1.29440, -0.40961], [-0.40539, 0.64931, 0.58217], [-0.08118, -1.82894, -0.26022], [0.54122, -1.20504, 0.53299], [1.27657, 2.03192, 0.05994], [-2.01548, -0.08839, 0.03205], [0.23768, 0.92031, -1.57137], [-0.31447, 1.02946, 1.55440], [0.33596, -2.80302, -0.52033]]
}

3.
{
  "formula": "C4H8OS",
  "method": "the ωB97M-V functional and the def2-TZVPD basis",
  "spin_multiplicity": 1,
  "mol_weight_g_mol": 104.2,
  "relative_energy_kj_mol": 76.18,
  "homo_lumo_gap_ev": 9.95,
  "homo_energy_ev": -9.0657,
  "smiles": "O=CCCCS",
  "energy_ev": -17159.661,
  "species": ["O", "C", "C", "C", "C", "S", "H", "H", "H", "H", "H", "H", "H", "H"],
  "xyz": [[0.64790, 2.71431, -0.27032], [-0.36036, 2.35451, 0.27518], [-0.66469, 0.89828, 0.44910], [0.15998, -0.04184, -0.46448], [0.41293, -1.41133, 0.20759], [1.38533, -2.49341, -0.79966], [-0.99808, 3.11419, 0.74785], [-1.72347, 0.65476, 0.25190], [-0.63429, 0.55554, 1.49652], [-0.40374, -0.21026, -1.37451], [1.14381, 0.38724, -0.65232], [-0.53708, -1.90058, 0.44959], [0.97725, -1.24733, 1.11884], [0.59449, -3.37408, -1.43527]]
}

4.
{
  "formula": "C100H60Cl2O14",
  "method": "the ωB97M-V functional and the def2-TZVPD basis",
  "charge": 1,
  "spin_multiplicity": 2,
  "mol_weight_g_mol": 1556.5,
  "homo_lumo_gap_ev": [6.12, 2.77],
  "s2": 0.77,
  "homo_energy_ev": [-10.8118, -10.8118],
  "energy_ev": -158374.596,
  "species": ["Cl", "C", "C", "Cl", "H", "H", "H", "H", "C", "C", "C", "C", "C", "C", "C", "O", "C", "C", "C", "C", "C", "C", "C", "O", "H", "H", "H", "H", "H", "H", "H", "H", "C", "C", "C", "C", "C", "C", "C", "O", "C", "C", "C", "C", "C", "C", "C", "O", "H", "H", "H", "H", "H", "H", "H", "H", "C", "C", "C", "C", "C", "C", "C", "O", "C", "C", "C", "C", "C", "C", "C", "O", "H", "H", "H", "H", "H", "H", "H", "H", "C", "C", "C", "C", "C", "C", "C", "O", "C", "C", "C", "C", "C", "C", "C", "O", "H", "H", "H", "H", "H", "H", "H", "H", "C", "C", "C", "C", "C", "C", "C", "O", "C", "C", "C", "C", "C", "C", "C", "O", "H", "H", "H", "H", "H", "H", "H", "H", "C", "C", "C", "C", "C", "C", "C", "O", "C", "C", "C", "C", "C", "C", "C", "O", "H", "H", "H", "H", "H", "H", "H", "H", "C", "C", "C", "C", "C", "C", "C", "O", "C", "C", "C", "C", "C", "C", "C", "O", "H", "H", "H", "H", "H", "H", "H", "H"],
  "xyz": [[-1.76432, 0.18441, -1.20321], [-0.39244, 0.53817, -0.15911], [0.88724, 0.63810, -0.88431], [1.24179, -0.88415, -1.74985], [-0.24720, -0.18951, 0.63931], [-0.49451, 1.53215, 0.27643], [1.73853, 0.99042, -0.30185], [0.58736, 1.39544, -1.60861], [-9.37110, -4.15142, -7.44479], [-9.62312, -5.27877, -6.69029], [-9.20903, -5.31880, -5.32546], [-8.56298, -4.21889, -4.72305], [-8.37289, -3.06032, -5.49618], [-8.80374, -3.04227, -6.84911], [-7.68885, -1.81999, -4.95702], [-7.68709, -0.78462, -5.61290], [-6.87940, -2.05709, -3.66635], [-5.91899, -1.12428, -3.28262], [-5.24830, -1.20599, -2.07312], [-5.36675, -2.37249, -1.26542], [-6.21490, -3.33735, -1.72473], [-7.02391, -3.21077, -2.90844], [-8.05301, -4.20941, -3.27050], [-8.44631, -5.03343, -2.47785], [-9.67867, -4.05234, -8.47532], [-10.13495, -6.11516, -7.14294], [-9.38133, -6.18561, -4.70468], [-8.67677, -2.14209, -7.43218], [-5.78039, -0.19882, -3.82181], [-4.61676, -0.45603, -1.62023], [-4.82988, -2.59627, -0.35543], [-6.30267, -4.26274, -1.17485], [10.32705, 2.68460, 3.40105], [10.87880, 1.44519, 3.21591], [10.43783, 0.66533, 2.18642], [9.34242, 1.02889, 1.36755], [8.75601, 2.29199, 1.57401], [9.26428, 3.12569, 2.56122], [7.43604, 2.67311, 0.79102], [6.87400, 3.78265, 0.89737], [6.90978, 1.54200, -0.01979], [5.61026, 1.71121, -0.57121], [5.03278, 0.73112, -1.35779], [5.68337, -0.52171, -1.53656], [6.97054, -0.65498, -1.10155], [7.55074, 0.36429, -0.25467], [8.84222, -0.00683, 0.42435], [9.42178, -1.08398, 0.22396], [10.79874, 3.23814, 4.19948], [11.75999, 1.12949, 3.75465], [10.87810, -0.31496, 2.07882], [8.77429, 4.04995, 2.82964], [5.04067, 2.59663, -0.33039], [4.09572, 1.04409, -1.79411], [5.24400, -1.34283, -2.08346], [7.65153, -1.47650, -1.26817], [-6.01644, -6.89379, -5.39141], [-5.26974, -7.16031, -4.24140], [-4.25701, -6.27858, -3.84332], [-3.98733, -5.11288, -4.56656], [-4.83895, -4.80144, -5.66548], [-5.77932, -5.74065, -6.11299], [-4.70776, -3.46623, -6.35264], [-5.41354, -3.15423, -7.35353], [-3.82460, -2.40596, -5.73563], [-4.00550, -1.03077, -6.07038], [-3.16953, -0.05312, -5.52176], [-2.29274, -0.44109, -4.51667], [-2.19094, -1.69563, -4.03766], [-2.85844, -2.74463, -4.73604], [-2.84377, -4.20846, -4.24597], [-1.93687, -4.48150, -3.47216], [-6.84514, -7.50549, -5.71619], [-5.45654, -8.12921, -3.80239], [-3.88058, -6.39791, -2.83810], [-6.21676, -5.48146, -7.06581], [-4.67626, -0.80382, -6.88584], [-3.15346, 0.97984, -5.83663], [-1.69022, 0.35681, -4.10834], [-1.39965, -1.94901, -3.34768], [5.60961, 0.75814, 3.79788], [4.41620, 0.42631, 3.05611], [3.65418, 1.44235, 2.51316], [3.99054, 2.81597, 2.57980], [5.15870, 3.15027, 3.28362], [5.92813, 2.10642, 3.96183], [5.50545, 4.58934, 3.39576], [6.47849, 4.99378, 4.06546], [4.52137, 5.64614, 2.83080], [4.65733, 6.93926, 3.22848], [3.80356, 7.95752, 2.72305], [2.64432, 7.52874, 2.00789], [2.43218, 6.20208, 1.73234], [3.38939, 5.22288, 2.09675], [3.11432, 3.78194, 1.87064], [2.23828, 3.39905, 1.04857], [6.11865, -0.04614, 4.30817], [4.05712, -0.59004, 2.98919], [2.76911, 1.17815, 1.95347], [6.89279, 2.34720, 4.38357], [5.53398, 7.31496, 3.73517], [3.96649, 9.02018, 2.82598], [1.87508, 8.21129, 1.67808], [1.58329, 5.80223, 1.19764], [-5.81345, 5.66147, 0.37803], [-6.41166, 5.17155, -0.74455], [-5.74427, 4.54969, -1.73638], [-4.34175, 4.34470, -1.62027], [-3.73301, 4.89030, -0.48971], [-4.44053, 5.55915, 0.55771], [-2.27221, 4.79904, -0.35380], [-1.76358, 5.21369, 0.68009], [-1.48974, 4.23917, -1.53582], [-0.05656, 4.39839, -1.53734], [0.70564, 3.90524, -2.54830], [0.14537, 3.29314, -3.62702], [-1.24150, 3.22798, -3.67858], [-2.11988, 3.69012, -2.64686], [-3.58709, 3.61102, -2.66671], [-4.20219, 2.98684, -3.53236], [-6.43187, 6.09341, 1.15093], [-7.44736, 5.34495, -0.99686], [-6.26263, 4.36155, -2.66499], [-3.94177, 6.07750, 1.36329], [0.51809, 4.84655, -0.74027], [1.77468, 4.05864, -2.54640], [0.73575, 2.67968, -4.29150], [-1.59249, 2.58523, -4.47235], [1.65149, -0.18351, 7.65212], [2.14686, -0.25002, 6.37805], [1.30954, 0.06613, 5.25003], [0.03235, 0.57709, 5.41230], [-0.40659, 0.79504, 6.77845], [0.37141, 0.38491, 7.84942], [-1.70598, 1.45289, 7.03160], [-2.18321, 1.58467, 8.15257], [-2.42707, 2.08490, 5.91365], [-3.64257, 2.79220, 6.11837], [-4.29810, 3.45476, 5.06928], [-3.69835, 3.45329, 3.79938], [-2.62141, 2.63942, 3.55819], [-2.01247, 1.89878, 4.56371], [-0.83904, 0.93955, 4.22246], [-0.41576, 0.64914, 3.10387], [2.23139, -0.44436, 8.52509], [3.16713, -0.60231, 6.34133], [1.73884, 0.05409, 4.25910], [0.01715, 0.37725, 8.86963], [-4.03576, 2.88616, 7.11987], [-5.18646, 4.01700, 5.31646], [-4.07814, 4.07895, 3.00520], [-2.24417, 2.64280, 2.54621], [6.70760, -5.20937, 0.27363], [6.38409, -6.49360, 0.70081], [5.19095, -6.69478, 1.32754], [4.27013, -5.65014, 1.58218], [4.59700, -4.34711, 1.09606], [5.80284, -4.14305, 0.44658], [3.67113, -3.17536, 1.27698], [3.88613, -2.08184, 0.91101], [2.32200, -3.45970, 1.96430], [1.32111, -2.46592, 2.15987], [0.21209, -2.65154, 3.01088], [-0.02689, -3.87727, 3.58587], [0.94322, -4.87142, 3.41244], [2.07037, -4.74347, 2.59845], [2.94567, -5.88375, 2.24418], [2.56318, -7.05217, 2.55638], [7.63377, -4.89573, -0.18488], [7.02367, -7.31271, 0.40689], [5.00451, -7.70408, 1.66363], [6.06591, -3.10780, 0.28704], [1.56028, -1.50093, 1.73795], [-0.53416, -1.87169, 3.04738], [-0.90937, -4.19423, 4.12176], [0.54471, -5.82139, 3.73670]]
}

5.
{
  "formula": "CHBr2NO",
  "method": "the ωB97M-V functional and the def2-TZVPD basis",
  "spin_multiplicity": 1,
  "mol_weight_g_mol": 202.8,
  "relative_energy_kj_mol": 158.84,
  "homo_lumo_gap_ev": 8.84,
  "homo_energy_ev": -9.6987,
  "energy_ev": -144673.257,
  "species": ["C", "N", "O", "Br", "Br", "H"],
  "xyz": [[1.57920, 0.18596, 2.77716], [-0.56499, 0.31674, 0.32302], [1.13894, 1.23047, 2.56763], [-0.84442, 2.11989, -0.17088], [-2.20221, -0.66305, 0.63817], [-0.00755, 0.08391, -0.50930]]
}

6.
{
  "formula": "C37H58Cl5F3MoN3SSi4Te",
  "method": "the ωB97M-V functional and the def2-TZVPD basis",
  "charge": 1,
  "spin_multiplicity": 3,
  "mol_weight_g_mol": 1147.1,
  "relative_energy_kj_mol": 211.04,
  "homo_lumo_gap_ev": [6.37, 6.72],
  "s2": 2.07,
  "homo_energy_ev": [-10.0904, -10.2793],
  "energy_ev": -166036.179,
  "species": ["Mo", "Cl", "C", "C", "C", "Cl", "C", "Cl", "C", "Cl", "C", "Cl", "C", "C", "C", "C", "C", "C", "C", "H", "H", "H", "H", "H", "H", "H", "C", "C", "C", "C", "N", "C", "S", "N", "C", "C", "C", "C", "H", "H", "H", "H", "H", "H", "H", "H", "H", "H", "H", "H", "H", "H", "H", "H", "H", "H", "H", "H", "F", "C", "F", "F", "C", "C", "C", "N", "C", "C", "H", "H", "H", "H", "C", "Si", "C", "C", "Si", "Te", "Si", "C", "C", "C", "Si", "C", "C", "C", "H", "H", "H", "H", "H", "H", "H", "H", "H", "H", "H", "H", "H", "H", "H", "H", "H", "H", "H", "H", "H", "H", "H", "H", "H", "H", "H"],
  "xyz": [[-0.86599, 0.56223, 1.14161], [1.94984, 0.93414, 2.84403], [0.77868, 1.98962, 3.48066], [-0.45659, 1.84423, 2.87668], [-1.50952, 2.58700, 3.43141], [-3.03502, 2.31019, 2.63476], [-1.32187, 3.49505, 4.52847], [-2.61121, 4.52321, 5.04267], [-0.01829, 3.64048, 5.10523], [0.19415, 4.70370, 6.47388], [1.01546, 2.93129, 4.48111], [2.59602, 3.09671, 5.17991], [-2.76753, -0.03521, 0.31476], [-3.39856, 0.51228, -0.86488], [-4.08812, 1.71249, -0.87894], [-4.71485, 2.11631, -2.01807], [-4.73226, 1.33355, -3.16870], [-3.98517, 0.16166, -3.22398], [-3.29309, -0.23826, -2.04030], [-2.47054, -1.05900, 0.14702], [-3.54492, -0.01298, 1.10310], [-4.10988, 2.23067, 0.07715], [-5.34789, 3.00487, -1.95893], [-5.40539, 1.62243, -3.97741], [-4.04346, -0.57680, -3.99448], [-2.76571, -1.19860, -2.06536], [-5.96174, -1.47354, -0.15265], [-5.09990, -2.65143, 0.16565], [-5.12789, -3.06267, 1.63468], [-3.98444, -2.57569, 2.51457], [-2.69254, -3.17547, 2.15371], [-1.45398, -2.70257, 2.34382], [-1.25070, -1.04280, 2.96417], [-0.47305, -3.61575, 2.26763], [0.92864, -3.26069, 2.44385], [1.43631, -3.26338, 3.84628], [1.68083, -4.54710, 4.64104], [0.49066, -5.45712, 4.65636], [-6.04403, -1.12617, -1.18909], [-5.53470, -0.59244, 0.37559], [-7.01712, -1.55631, 0.20230], [-4.04601, -2.43281, -0.23944], [-5.40649, -3.53487, -0.42366], [-5.18365, -4.16658, 1.72059], [-6.03931, -2.62850, 2.02370], [-4.29978, -2.78823, 3.56634], [-3.84328, -1.50147, 2.46337], [-2.79215, -4.13221, 1.76463], [-0.63934, -4.53825, 1.83857], [1.13338, -2.28686, 2.02085], [1.44015, -4.11573, 1.93526], [0.70661, -2.61886, 4.38789], [2.41198, -2.77913, 3.75813], [2.00160, -4.17643, 5.61522], [2.52553, -5.10535, 4.18794], [-0.49188, -4.94580, 4.91334], [0.72103, -6.26879, 5.38330], [0.41566, -6.02118, 3.71263], [-2.69247, 5.73368, -3.39881], [-1.65884, 5.91430, -2.55758], [-0.56875, 6.30114, -3.18441], [-1.97542, 6.93366, -1.72750], [-1.44576, 4.67046, -1.68919], [-1.22927, 4.73849, -0.32961], [-1.06914, 3.54977, 0.37178], [-0.90880, 2.35612, -0.20535], [-1.01047, 2.28121, -1.55078], [-1.29225, 3.41932, -2.30261], [-1.29466, 5.66732, 0.17370], [-1.02927, 3.65860, 1.44254], [-0.97714, 1.33612, -1.97573], [-1.26032, 3.47112, -3.42886], [5.78149, -2.07521, -1.12668], [4.42791, -1.22450, -0.22386], [3.79935, -2.46063, 0.99902], [5.18244, 0.23151, 0.80950], [2.84087, -0.23108, -1.62000], [0.69180, -1.05670, -0.42248], [2.90708, 2.12728, -1.78507], [4.67549, 2.85731, -1.95147], [1.97021, 2.65097, -3.32999], [2.23751, 3.01987, -0.18894], [2.57959, -1.03168, -3.86306], [2.52950, -2.85100, -4.15251], [3.90870, -0.33776, -5.01027], [0.89188, -0.42036, -4.42845], [6.45004, -2.56768, -0.41053], [6.46685, -1.42721, -1.62142], [5.44073, -2.86987, -1.80512], [3.69112, -2.03939, 2.01315], [4.54630, -3.24087, 1.24862], [2.88412, -3.02277, 0.78335], [5.75269, -0.07471, 1.74087], [4.42511, 0.93797, 1.24191], [5.87156, 0.88620, 0.21267], [5.19457, 2.71083, -2.90911], [5.23331, 2.43259, -1.10001], [4.51972, 3.98840, -1.89843], [2.71509, 2.56200, -4.12356], [1.84108, 3.73654, -3.27909], [1.05497, 2.26078, -3.65665], [1.60799, 3.78715, -0.57659], [3.02235, 3.47187, 0.38436], [1.64350, 2.37047, 0.47239], [3.19732, -3.62211, -3.72781], [2.39709, -3.04591, -5.20359], [1.60470, -3.13816, -3.63812], [4.51707, -1.18779, -5.41810], [4.50334, 0.51438, -4.67549], [3.32312, 0.06200, -5.87980], [0.18625, -0.16394, -3.55461], [0.42026, -1.13456, -5.09745], [0.91979, 0.53738, -5.03313]]
}